(1)
{"formula": "C9H21Cl2N2O", "method": "wB97M-V/def2-TZVPD", "gap_ev": 9.99, "charge": 1, "elements": ["O", "H", "H", "H", "H", "H", "H", "H", "N", "C", "C", "C", "H", "H", "H", "H", "C", "H", "H", "H", "C", "H", "H", "C", "Cl", "C", "H", "C", "H", "H", "H", "N", "Cl", "H", "C"], "positions_angstrom": [[0.92148, 0.47673, 0.79796], [0.61376, 2.42788, 1.37713], [-2.64157, -1.93431, -1.48245], [4.82679, 1.09895, -2.31057], [-4.17608, -2.41982, -0.84922], [-1.82785, 2.21628, 1.31468], [1.68883, 0.29942, -1.11493], [2.90996, -0.77488, 1.35190], [-3.92328, -0.37213, -0.75737], [-2.73754, -2.09225, 0.65445], [5.81453, 0.66715, -2.19876], [3.03694, -0.53939, 0.30255], [0.00093, 2.02960, -0.23195], [6.50306, 1.10881, -2.90851], [-1.13282, -0.25380, -0.10701], [-3.69869, 1.17337, 0.61633], [-3.09780, 0.68808, -0.15256], [-3.37065, -2.74785, 1.23112], [2.91370, -1.45500, -0.26281], [-2.81147, 1.46744, -0.85022], [-3.35957, -1.72778, -0.69456], [-4.03106, -0.15645, -1.74086], [4.04754, -0.18053, 0.15611], [-1.85671, 0.19059, 0.56046], [5.70834, -1.06755, -2.51661], [0.14263, 1.64623, 0.77892], [-3.19389, -0.53389, 1.95365], [2.02558, 0.51493, -0.09989], [-1.64366, -1.12881, 2.14941], [-1.81551, -2.62385, 0.47217], [2.48495, 1.50116, -0.11112], [-2.36671, -0.88840, 1.47082], [6.39682, 1.00897, -0.56409], [-1.13686, 1.05376, 2.40803], [-1.21411, 1.32736, 1.35780]], "forces_ev_per_a": [[-0.2, 0.0, 0.0], [0.1, 0.2, -0.1], [0.3, 0.1, -0.1], [0.0, 0.0, 0.0], [-0.2, -0.2, -0.1], [-0.3, 0.2, 0.0], [-0.3, 0.2, -0.2], [0.1, 0.0, 0.3], [0.7, 0.0, -0.1], [0.2, -0.2, -0.2], [0.0, 0.0, 0.0], [-0.1, 0.0, 0.1], [0.1, 0.0, -0.3], [0.1, 0.0, 0.0], [0.2, -0.4, 0.0], [-0.2, 0.3, 0.1], [-0.2, -0.3, 0.1], [-0.3, 0.1, 0.4], [0.0, -0.2, -0.1], [0.0, 0.0, -0.3], [-0.3, 0.1, 0.0], [-0.4, 0.0, 0.1], [0.2, 0.0, 0.0], [-0.6, 0.9, 0.2], [0.0, 0.0, 0.0], [0.1, 0.1, 0.3], [0.1, 0.0, 0.2], [0.4, -0.4, -0.1], [-0.1, 0.0, 0.1], [0.3, -0.1, 0.1], [0.0, 0.3, 0.2], [0.2, -0.3, -0.5], [0.0, 0.1, 0.0], [0.2, 0.0, 0.2], [0.1, -0.5, -0.1]], "nbo_charge": [-0.56, 0.20, 0.19, 0.21, 0.23, 0.24, 0.16, 0.22, -0.62, -0.23, -0.40, -0.64, 0.17, 0.23, 0.24, 0.19, -0.24, 0.24, 0.21, 0.23, -0.25, 0.39, 0.23, -0.06, -0.02, -0.06, 0.43, -0.07, 0.45, 0.23, 0.18, -0.49, -0.02, 0.21, -0.43]}

(2)
{"formula": "C2H8N2O2S", "method": "wB97M-V/def2-TZVPD", "de_lowest_kj_mol": 434.0, "gap_ev": [7.71, 8.51], "charge": 0, "elements": ["O", "N", "H", "C", "C", "S", "N", "H", "H", "H", "O", "H", "H", "H", "H"], "positions_angstrom": [[-0.50016, 0.30741, 1.10580], [1.89208, 1.25441, -0.43072], [-0.98104, 0.26925, -1.37949], [-0.27636, -0.11551, -2.12006], [-1.53577, -0.29078, 1.89887], [0.85276, -0.75101, 0.77394], [1.38771, 0.04682, -0.54665], [2.56283, 1.45938, -1.19134], [-2.41046, 0.19847, 1.65708], [1.59581, 1.85636, 0.26124], [0.25897, -2.02926, 0.44680], [-1.56852, -1.35144, 1.59977], [0.19769, 0.58536, -2.86933], [-0.09470, -1.26974, -2.29301], [-1.38085, -0.16972, 3.08711]], "forces_ev_per_a": [[0.8, -0.5, 0.1], [1.9, -0.7, -2.1], [0.0, -0.3, -0.6], [2.4, -1.5, 0.4], [2.5, -1.1, 2.3], [-0.5, 1.3, 1.4], [-1.9, -2.0, -2.1], [-0.7, 0.3, 1.4], [-1.9, 1.0, -0.6], [-0.7, 1.8, 1.2], [0.0, 0.0, -0.8], [-0.4, 0.3, 0.5], [-0.7, -0.9, 1.1], [-0.8, 2.7, 0.4], [0.0, -0.3, -2.6]], "nbo_charge": [-0.76, -0.61, 0.21, -0.48, -0.26, 1.63, -0.52, 0.39, 0.19, 0.38, -0.93, 0.21, 0.19, 0.22, 0.16]}

(3)
{"formula": "C3H3ClS", "method": "wB97M-V/def2-TZVPD", "smiles": "C=C(Cl)C=S", "de_lowest_kj_mol": 43.9, "gap_ev": 7.80, "charge": 0, "elements": ["H", "H", "C", "S", "C", "Cl", "C", "H"], "positions_angstrom": [[-0.62466, 1.87781, -0.07409], [1.24576, 1.71817, -0.09116], [-0.68311, -1.02048, 0.00629], [-2.29470, -0.63942, -0.02583], [0.34422, 1.22645, 0.02744], [1.95953, -0.91848, -0.02768], [0.46833, -0.13118, 0.03384], [-0.41537, -2.11287, 0.15120]], "forces_ev_per_a": [[1.8, -2.0, 0.5], [1.6, 1.4, 0.1], [-1.7, -1.5, 0.9], [1.8, -0.2, -0.1], [-2.2, -1.0, -0.7], [1.2, -0.3, 0.1], [-2.3, 2.4, -0.3], [-0.3, 1.3, -0.4]], "nbo_charge": [0.24, 0.20, -0.29, 0.06, -0.29, 0.05, -0.18, 0.22]}

(4)
{"formula": "C16H33N3O5S", "method": "wB97M-V/def2-TZVPD", "smiles": "CCSC[C@H]1COC(=O)C1.CNC(C)=O.CNC(C)=O.CNC(C)=O", "gap_ev": 8.45, "charge": 0, "elements": ["H", "H", "O", "H", "C", "H", "H", "H", "H", "C", "N", "C", "H", "N", "C", "O", "H", "H", "H", "H", "H", "H", "O", "H", "H", "H", "H", "C", "C", "C", "H", "C", "O", "C", "N", "C", "C", "H", "H", "H", "H", "H", "O", "C", "H", "H", "C", "C", "H", "H", "S", "C", "H", "H", "C", "H", "H", "H"], "positions_angstrom": [[-4.41562, 0.34463, -2.98676], [-7.27743, 6.04480, -3.99751], [-4.13792, 4.61408, -2.20555], [0.97979, -2.72983, 1.15394], [3.20838, -1.21405, 0.75743], [-5.38294, 3.73065, -4.04470], [5.09984, -1.74955, 6.00577], [-0.25055, -1.50580, 0.88915], [1.62533, 0.07699, 0.08601], [1.74085, -0.79417, 0.72218], [-2.41460, 0.54946, -2.40081], [0.70986, -1.87646, 0.54189], [-0.47439, -4.29820, 0.57634], [5.34211, -2.16045, 3.96662], [-5.11723, 5.16137, -2.68900], [4.66998, 0.76879, 1.05609], [-3.89036, 2.00660, -2.65678], [-0.09652, -4.40375, -2.13135], [1.59005, -4.41753, -1.59111], [-6.66021, 6.36957, -1.79763], [-3.29133, 2.32842, -0.49232], [6.55241, -1.05612, 5.26949], [4.94104, -3.30686, 2.08060], [-5.60985, 7.24254, -2.93382], [1.04586, -5.13228, 0.52249], [4.78550, -1.42461, 3.55760], [6.29804, -5.20125, 2.97960], [1.66592, -0.29802, 2.19320], [-2.27249, 2.44272, -0.86125], [6.29173, -4.40861, 3.72027], [3.68203, -1.48533, -0.17235], [-5.63700, 6.47590, -2.15904], [-0.75397, 0.57857, -0.90806], [5.47178, -3.26031, 3.18056], [-5.78080, 4.60194, -3.73358], [5.89952, -1.92987, 5.28571], [0.57877, -4.13248, -1.33079], [0.83010, 0.37119, 2.34704], [7.31839, -4.09448, 3.91024], [-7.77098, 4.38656, -4.35334], [-3.37721, 1.19492, -4.14463], [-5.00351, 6.78639, -1.33506], [2.92927, 0.32478, 2.45759], [-3.58943, 1.05322, -3.08192], [-2.26787, 3.19307, -1.64624], [5.85896, -4.79189, 4.64492], [-1.74120, 1.12776, -1.37204], [-6.95270, 5.10433, -4.42724], [3.30273, -1.97619, 1.52293], [6.47543, -2.78766, 5.61412], [0.49537, -2.31739, -1.20110], [0.16480, -4.89467, -0.06474], [-2.02071, -0.33013, -2.69696], [-1.63917, 2.77975, -0.04624], [3.75166, 0.04894, 1.38796], [-6.72636, 5.26325, -5.48254], [-0.35516, -5.81167, -0.31208], [1.60203, -1.18161, 2.82677]], "forces_ev_per_a": [[-0.1, 0.1, 0.0], [0.0, 0.0, 0.0], [-0.1, 0.0, -0.1], [0.1, -0.2, 0.0], [-0.3, 0.8, -0.1], [0.0, 0.0, 0.0], [0.0, 0.0, 0.1], [-0.2, 0.0, 0.1], [-0.4, -0.1, -0.4], [0.4, 0.1, 1.4], [-0.1, 0.1, 0.0], [-0.1, 0.1, -0.4], [-0.3, 0.0, 0.0], [0.0, -0.1, 0.0], [0.1, 0.0, 0.0], [-1.1, -1.1, 0.9], [0.0, 0.0, 0.0], [0.0, 0.2, -0.3], [0.1, -0.1, -0.3], [0.0, 0.1, 0.0], [-0.1, 0.1, -0.1], [0.0, 0.0, 0.1], [0.1, -0.2, 0.2], [-0.1, 0.0, 0.0], [0.1, -0.2, 0.1], [0.0, 0.1, 0.0], [0.0, 0.0, -0.1], [0.1, -0.7, -0.7], [0.2, -0.1, 0.2], [0.0, 0.0, 0.0], [0.1, 0.0, -0.1], [0.0, 0.0, 0.0], [0.1, 0.2, 0.3], [0.0, 0.1, 0.0], [-0.1, 0.1, 0.0], [-0.2, 0.2, -0.2], [0.0, -0.1, 0.9], [0.1, 0.3, 0.3], [0.0, 0.0, 0.1], [-0.1, 0.1, 0.0], [-0.1, 0.1, 0.0], [0.0, 0.0, 0.0], [0.2, 0.8, -0.3], [0.1, -0.2, 0.0], [-0.1, 0.1, 0.0], [0.1, 0.0, 0.0], [0.0, -0.1, 0.0], [0.2, -0.3, 0.0], [0.3, -0.5, -0.2], [0.0, 0.0, 0.0], [-0.2, 0.0, -0.6], [0.3, 0.3, 0.0], [0.0, 0.0, 0.0], [0.0, -0.1, 0.0], [1.2, 0.6, -0.6], [-0.1, 0.1, 0.0], [0.0, -0.2, 0.0], [-0.3, 0.0, 0.3]], "nbo_charge": [0.19, 0.21, -0.65, 0.22, -0.53, 0.40, 0.20, 0.23, 0.24, -0.24, -0.62, -0.53, 0.21, -0.61, 0.68, -0.56, 0.23, 0.22, 0.21, 0.23, 0.23, 0.20, -0.64, 0.23, 0.21, 0.41, 0.24, -0.06, -0.72, -0.72, 0.24, -0.72, -0.65, 0.68, -0.61, -0.41, -0.52, 0.20, 0.23, 0.20, 0.19, 0.25, -0.52, -0.42, 0.25, 0.22, 0.69, -0.41, 0.25, 0.21, 0.19, -0.62, 0.40, 0.24, 0.80, 0.20, 0.21, 0.16]}

no.,E_tot (eV)
1,-39739.124
2,-20108.603
3,-26515.507
4,-42671.337